(1)
The following is a quantum chemistry calculation of 7 unconnected molecules or ions with the total composition C61H76BrN2O29P2 in a non-equilibrium geometry, from the OMol25 dataset.

Geometry as XYZ:
```
171
Properties=species:S:1:pos:R:3:mulliken_charge:R:1
Br -8.013 -0.396 -7.125 -0.271
P -4.225 -1.973 -1.097 0.862
P -6.128 -2.613 -4.910 -0.551
O 3.391 2.932 6.180 -0.591
O -5.023 -1.734 4.275 -0.560
O -1.967 2.758 5.180 -0.596
O -0.879 0.458 4.346 -0.442
O 7.562 -1.951 -0.966 -0.587
O 5.034 -1.233 1.000 -0.583
O 7.904 -9.787 -3.630 -0.560
O 9.677 -5.418 -3.308 -0.605
O 10.335 -13.698 -4.521 -0.622
O 2.268 0.331 5.239 -0.767
O 7.907 -7.085 -2.196 -0.478
O -4.011 5.866 -1.258 -0.591
O -5.554 -0.994 -4.732 -0.181
O 2.716 6.286 9.383 -0.657
O 0.803 13.228 10.388 -0.567
O 2.346 -1.237 0.844 -0.492
O 0.191 5.405 9.594 -0.601
O 1.881 -1.234 -1.246 -0.385
O 12.393 -12.916 -2.997 -0.571
O 4.961 0.427 5.380 -0.614
O 1.358 8.543 7.549 -0.550
O 1.051 8.553 10.229 -0.551
O -6.124 0.593 5.020 -0.630
O 1.021 13.212 7.719 -0.613
O 9.989 -8.970 -2.184 -0.510
O 0.817 2.100 6.334 -0.449
O -5.822 -2.947 -3.208 -0.503
O 5.838 -3.647 0.221 -0.512
O -9.307 -0.228 -4.766 -0.499
N -4.513 -4.798 -5.669 -0.675
N -5.872 4.813 -1.984 0.011
C -1.015 1.613 -4.696 0.296
C 2.217 -0.447 3.032 -0.999
C 8.759 -4.924 -2.470 0.288
C -6.279 3.459 -2.401 -1.070
C 5.102 -0.395 3.198 -1.148
C 4.385 0.000 4.259 0.198
C 11.336 -12.108 -3.124 0.354
C -2.085 0.448 4.509 1.030
C -5.085 -2.292 0.531 -1.143
C 8.691 -3.621 -2.178 -0.968
C -4.117 0.315 -3.425 -1.105
C 8.969 -10.582 -3.525 0.481
C 1.058 9.639 9.678 0.931
C -2.909 -0.734 4.288 -0.892
C -5.420 -0.515 -3.400 1.700
C 10.101 -10.068 -2.689 0.916
C -5.811 2.407 -1.385 -0.909
C 3.229 0.503 -2.347 -0.436
C -6.468 1.010 -1.542 -0.702
C 0.411 3.722 7.963 -0.890
C -4.914 0.592 4.891 1.003
C 2.539 -0.872 -2.476 -0.573
C 1.206 10.873 7.532 -0.906
C 0.516 -1.583 -1.452 -0.951
C 0.924 10.893 10.409 -1.012
C 1.214 9.705 8.187 0.403
C -2.760 1.707 4.961 0.269
C 9.032 -11.776 -4.130 -0.882
C 4.431 -0.851 1.989 1.091
C 0.921 12.059 9.754 0.318
C -3.453 4.137 -2.739 -0.407
C 2.671 3.526 6.959 1.002
C 2.883 -0.017 4.240 1.096
C 3.143 4.645 7.770 -1.015
C -4.234 -0.675 4.466 0.142
C -7.980 -2.183 -4.604 -0.793
C -4.386 -3.328 -5.413 -0.123
C -1.254 0.427 -5.677 -1.221
C 0.891 4.821 8.787 1.042
C 7.806 -5.913 -1.874 0.804
C -8.534 -0.935 -5.295 0.602
C 6.737 -4.123 -0.635 0.383
C -3.294 -3.532 -1.512 -1.022
C 0.071 1.212 -3.655 0.165
C -6.463 5.814 -2.931 -0.871
C -2.507 -0.442 -5.346 -0.820
C 1.049 12.124 8.263 0.996
C 1.522 1.600 -4.033 -0.840
C -6.559 0.464 -2.991 -0.591
C -4.453 4.982 -1.936 0.170
C 2.368 1.742 -2.731 -0.962
C 10.216 -12.612 -3.983 1.009
C -4.086 1.767 5.136 -0.868
C -5.495 -1.791 -2.463 -0.692
C 6.808 -5.429 -0.935 -0.967
C 7.675 -3.125 -1.254 1.078
C -2.855 -0.514 -3.836 2.109
C 2.931 -0.841 1.965 0.310
C 1.235 3.107 7.100 0.447
C 11.277 -10.915 -2.522 -1.065
C 2.317 5.256 8.625 0.331
H -3.679 -4.018 -2.425 0.270
H -0.191 1.673 -2.689 0.411
H -4.768 -3.289 0.891 0.444
H 6.139 -6.157 -0.500 0.471
H 0.830 10.835 11.485 0.429
H 8.224 -12.158 -4.738 0.434
H -3.638 -3.232 -4.607 -0.166
H 1.556 2.574 -4.549 0.459
H -8.629 -3.032 -4.867 0.480
H 4.173 4.948 7.647 0.454
H 0.044 0.116 -3.596 -0.428
H -3.810 -5.269 -5.106 0.255
H -2.408 -1.641 3.979 0.503
H -5.964 0.317 -0.849 -0.103
H -1.947 1.923 -4.201 -0.839
H -6.328 -2.519 -6.349 0.137
H -2.023 -0.255 -3.167 -0.479
H -0.347 -0.188 -5.813 0.370
H -7.503 1.101 -1.167 0.536
H -6.182 -2.332 0.451 0.328
H -4.273 -5.017 -6.631 0.245
H -3.438 -4.270 -0.705 0.480
H -6.862 5.256 -3.793 0.300
H 1.737 2.041 -1.882 0.437
H -1.057 2.452 4.988 0.214
H -3.914 3.374 -3.381 -0.048
H -5.639 6.454 -3.277 0.366
H -0.624 3.431 8.077 0.467
H -4.585 2.670 5.459 0.458
H 12.079 -10.539 -1.902 0.420
H -5.931 -1.426 4.466 0.349
H 3.060 -1.472 0.226 0.283
H 5.980 -2.674 0.275 0.345
H -4.252 1.086 -4.204 0.599
H 12.183 -13.708 -3.530 0.354
H 4.203 0.509 -2.861 0.415
H 4.230 0.657 5.987 0.323
H -4.081 -2.826 -6.347 0.537
H 1.978 0.879 -4.732 0.277
H -2.807 3.631 -2.005 0.198
H 1.936 6.550 9.917 0.316
H 3.471 0.618 -1.274 0.025
H -7.248 6.411 -2.452 0.258
H 3.080 2.577 -2.865 0.436
H -2.271 -1.473 -5.660 0.252
H 1.892 -0.978 -3.356 0.498
H -4.714 2.321 -1.322 0.250
H 6.183 -0.390 3.197 0.482
H -2.801 4.755 -3.367 0.539
H -3.109 -1.564 -3.613 -1.511
H 1.135 -0.437 3.032 0.703
H -0.069 -0.647 -1.529 0.302
H 1.315 10.934 6.459 0.439
H 1.589 1.806 5.785 0.201
H 8.104 -8.984 -3.101 0.382
H -5.980 3.229 -3.443 0.511
H 9.510 -6.380 -3.345 0.308
H -2.224 -3.347 -1.682 0.035
H -6.432 -1.643 -1.871 0.323
H 0.339 -2.111 -2.406 0.364
H -8.108 -2.054 -3.515 0.244
H -6.113 2.787 -0.391 0.483
H -0.658 2.472 -5.291 0.732
H 3.351 -1.617 -2.604 0.322
H -3.883 0.754 -2.444 -0.171
H -7.384 3.417 -2.410 0.694
H 0.827 13.911 9.689 0.355
H 1.331 7.854 8.240 0.327
H 0.092 -2.150 -0.615 0.394
H -6.632 1.236 -3.770 0.611
H -3.371 -0.140 -5.952 0.308
H -1.432 0.876 -6.673 0.519
H -4.776 -1.586 1.313 0.227
H -7.496 -0.110 -3.050 -0.228
H 9.372 -2.898 -2.604 0.432
H -6.585 -3.978 -5.063 0.028
```

Total charge: -1
LUMO (Eh): -0.02924
Gap between HOMO and LUMO (eV): 3.67

(2)
The following is a quantum chemistry calculation of a molecular structure, C61H78Ge2N9NaO3PS4, from the OMol25 dataset.

Geometry as XYZ:
```
159
Properties=species:S:1:pos:R:3:mulliken_charge:R:1
Ge 2.851 -2.909 0.820 -0.796
Ge 2.525 -0.997 3.112 0.505
S 1.654 -2.078 -0.721 0.022
S 4.260 -1.355 1.706 -0.229
S 1.247 0.630 2.515 -0.206
S 1.740 -3.103 2.806 -0.182
P -2.916 0.973 -1.562 1.135
Na 0.121 0.134 -0.209 1.526
O -1.664 -0.485 2.381 -0.176
O -1.803 -1.656 -2.970 -0.697
O 1.858 1.238 -0.834 -0.209
N -2.499 3.518 4.679 -0.498
N -1.508 -0.762 1.024 0.951
N -3.898 0.862 -4.230 0.107
N -2.015 -1.246 -1.737 0.338
N -1.538 3.489 2.614 -0.778
N -3.742 3.126 -3.375 0.148
N -2.993 1.753 3.257 -0.313
N -1.716 1.908 -3.927 0.312
N -1.170 2.398 0.420 -0.263
C 3.903 -6.590 -1.148 -0.175
C 2.688 -3.400 -4.053 -1.330
C 3.851 2.799 3.300 -1.941
C 1.403 -3.017 6.049 1.180
C 4.654 -7.290 -0.227 -1.115
C 5.112 -4.910 2.560 1.913
C 1.391 -3.800 -4.346 0.649
C 3.556 0.828 7.437 -1.144
C 2.757 2.042 -1.566 -0.773
C -2.278 -1.689 0.612 -0.115
C -1.347 2.897 1.449 0.431
C -2.311 2.893 3.480 0.623
C 7.082 -4.203 3.737 -1.105
C -3.229 -2.401 1.530 -1.848
C 6.349 -4.253 2.559 0.970
C -0.517 0.274 5.856 -1.665
C 3.431 -5.303 -0.881 -0.104
C 6.009 2.097 2.247 -1.180
C -2.136 -2.126 -0.799 -0.208
C 4.535 -5.371 1.252 -0.739
C -0.186 -1.196 5.865 0.914
C 2.503 -0.058 7.283 -0.071
C -4.019 0.223 -2.874 -1.413
C 0.688 -6.096 -1.404 -1.780
C 5.025 1.859 3.207 1.586
C 4.603 -5.443 3.746 0.995
C -1.966 -3.583 -1.082 -1.075
C 6.914 -3.662 1.295 -1.555
C 6.449 -1.242 4.872 -1.344
C -2.426 0.937 -4.679 -0.739
C 5.358 -5.349 4.913 -0.564
C 0.778 -4.709 -3.496 -0.733
C -2.380 3.200 -3.899 -1.001
C 5.169 0.761 4.054 0.095
C 4.385 1.076 6.358 0.042
C 4.971 -6.668 0.962 -0.650
C 3.101 -0.440 4.955 -0.483
C 4.174 0.453 5.128 -0.690
C -2.067 -4.495 5.566 -1.855
C 3.717 -4.665 0.350 -0.006
C -1.208 -2.132 5.731 -0.499
C -3.737 2.677 -1.950 -1.130
C 2.695 -4.719 -2.051 1.188
C 7.126 1.290 2.127 0.967
C 8.159 1.539 1.060 -1.567
C 6.614 -4.765 4.919 0.625
C 2.810 -3.510 6.264 -1.319
C 7.268 0.222 3.009 -0.686
C 1.130 -1.644 5.978 0.858
C 4.730 -3.335 -2.601 -1.640
C -0.953 -3.495 5.735 0.334
C 7.457 -4.761 6.167 -1.863
C 3.292 -6.188 3.770 -1.608
C 2.264 -0.676 6.060 -0.537
C 3.355 -3.852 -2.922 1.159
C 6.306 -0.054 3.966 1.520
C 1.409 -5.171 -2.349 0.531
C 0.357 -3.920 5.921 -0.594
C -1.396 1.422 -2.575 -1.388
C 0.633 -3.203 -5.500 -1.365
C -4.494 2.260 -4.209 -0.817
H 3.332 1.449 -2.284 0.248
H -0.739 -0.170 2.607 -0.585
H -1.825 4.242 4.864 0.263
H 6.124 -1.019 5.889 0.365
H 8.017 2.514 0.593 0.370
H -0.236 -5.034 -3.710 0.210
H -3.904 -1.679 1.993 0.316
H 5.585 -7.177 1.697 0.451
H -5.050 0.380 -2.547 0.503
H 7.995 -5.706 6.277 0.370
H -2.230 -1.785 5.607 0.157
H -0.720 0.574 -2.674 0.720
H 8.139 -0.424 2.934 0.315
H 2.801 -4.551 6.588 0.575
H -3.410 1.294 4.048 0.290
H 3.389 -3.446 5.338 -0.155
H -0.438 0.675 4.842 0.088
H -2.305 -4.987 6.512 0.413
H -5.522 2.158 -3.860 0.396
H 5.002 -8.294 -0.439 0.376
H 0.058 -2.343 -5.146 -0.040
H 2.363 0.576 -0.326 -0.088
H 8.094 0.781 0.275 0.266
H 7.483 -1.582 4.900 0.566
H 1.165 -7.077 -1.350 0.472
H 4.671 -2.612 -1.781 0.158
H 8.053 -3.715 3.729 0.364
H -1.786 -5.273 4.854 0.336
H 2.169 2.779 -2.113 0.238
H 3.460 -7.269 3.802 0.433
H 2.685 -5.964 2.897 0.121
H 2.717 -5.912 4.654 0.129
H -0.348 -6.233 -1.715 0.440
H 3.450 2.571 -0.905 0.186
H 6.937 -4.398 0.488 0.349
H 9.170 1.499 1.470 0.365
H 3.329 -2.913 7.016 0.379
H -2.642 1.116 2.537 -0.029
H -2.019 -0.059 -4.482 0.362
H -0.888 2.220 -2.034 0.640
H 5.166 -2.832 -3.464 0.504
H -2.454 1.185 -5.743 0.327
H -2.676 -2.886 2.337 0.253
H -4.778 2.636 -1.612 0.494
H 3.052 2.405 3.923 0.233
H 1.849 -0.285 8.119 0.471
H -2.274 -4.203 -0.239 0.501
H -4.480 2.618 -5.241 0.367
H -2.511 -3.865 -1.985 0.348
H 3.665 -7.029 -2.110 0.515
H -3.817 -3.140 0.989 0.570
H -1.530 0.429 6.239 0.533
H -0.904 -3.755 -1.274 -0.271
H 0.576 -4.984 5.945 0.223
H 0.174 0.851 6.468 0.303
H -3.817 -0.837 -2.999 0.543
H 5.222 1.759 6.455 0.483
H 4.169 3.765 3.706 0.414
H 3.422 2.972 2.312 0.283
H -1.800 3.871 -3.268 0.391
H 0.688 -5.682 -0.391 0.199
H 3.184 -2.686 -4.705 0.320
H -3.240 3.454 -1.365 0.374
H -2.418 3.609 -4.914 0.306
H 3.733 1.312 8.390 0.368
H -0.075 -3.918 -5.923 0.404
H 5.403 -4.135 -2.286 0.320
H -2.975 -4.014 5.200 0.336
H 5.830 -2.066 4.503 -0.209
H 7.928 -3.296 1.463 0.448
H -4.394 0.293 -4.912 0.361
H 5.883 2.938 1.569 0.286
H 4.958 -5.770 5.832 0.269
H 1.307 -2.872 -6.293 0.432
H -2.742 2.944 5.468 0.253
H 8.200 -3.962 6.142 0.369
H 6.844 -4.625 7.060 0.385
H 6.302 -2.823 0.957 0.101
```

Total charge: -1
LUMO (Eh): 0.04695
Gap between HOMO and LUMO (eV): 5.48